w | This record from the Open Molecules 2025 dataset describes an isolated molecule of C4H4O2. The level of theory is the ωB97M-V functional and the def2-TZVPD basis.

Each line ends with the Löwdin charge.
Atoms and positions in Å:
O: -0.22674 2.23203 0.38343  0.11
C: -0.12866 1.10122 -0.00672  -0.34
C: -1.06574 -0.12828 0.08028  -0.01
C: 0.23777 -0.93449 0.06732  -0.21
O: 0.80529 -0.75031 -1.21132  0.02
C: 1.08808 0.24583 -0.23218  -0.13
H: -1.72372 -0.33237 -0.76777  0.12
H: -1.62854 -0.12050 1.01684  0.12
H: 0.50811 -1.79834 0.66456  0.15
H: 2.11398 0.50300 0.00449  0.15

Values from the calculation:
SMILES: O=C1C[C@H]2O[C@@H]12
spin multiplicity: 1
LUMO energy: 0.94 eV
net charge: 0



x | This record from the Open Molecules 2025 dataset describes an isolated molecule of C4H4O2. The level of theory is the ωB97M-V functional and the def2-TZVPD basis.

Each line ends with the Löwdin charge.
Atoms and positions in Å:
C: -1.87890 0.13130 -0.09640  -0.04
O: -0.56028 0.48169 -0.53564  -0.03
C: 0.39589 0.18448 0.35200  -0.54
O: 0.20419 -0.11370 1.50547  0.12
C: 1.73680 0.15144 -0.22302  0.01
C: 2.84856 -0.27979 -0.41051  0.16
H: -2.57688 0.78911 -0.61310  0.09
H: -2.04771 -0.91079 -0.38415  0.10
H: -1.94676 0.23862 0.98655  0.09
H: 3.82507 -0.67236 -0.58119  0.04

Values from the calculation:
SMILES: C#CC(=O)OC
spin multiplicity: 1
LUMO energy: 0.74 eV
net charge: 0



y | This record from the Open Molecules 2025 dataset describes an isolated molecule of C4H4O2. The level of theory is the ωB97M-V functional and the def2-TZVPD basis.

Each line ends with the Löwdin charge.
Atoms and positions in Å:
O: -0.58446 2.21036 -0.29898  0.09
C: -0.61076 1.14668 0.26861  -0.31
C: -1.09004 -0.22398 -0.13469  -0.04
C: -0.05321 -1.04259 0.04719  -0.07
O: 1.48628 -0.39160 -1.26795  0.08
C: 1.22469 -0.29115 -0.08976  -0.27
H: -2.10095 -0.44365 -0.47006  0.12
H: -0.26669 0.98607 1.32302  0.13
H: 0.08897 -2.11795 -0.03390  0.12
H: 1.90617 0.16781 0.65652  0.14

Values from the calculation:
SMILES: O=C/C=C\C=O
spin multiplicity: 1
LUMO energy: -0.18 eV
net charge: 0



z | This record from the Open Molecules 2025 dataset describes an isolated molecule of C4H4O2. The level of theory is the ωB97M-V functional and the def2-TZVPD basis.

Each line ends with the Löwdin charge.
Atoms and positions in Å:
O: 1.53419 -1.11499 0.68196  -0.04
C: 0.82397 -1.06286 -0.53451  -0.26
C: 0.16010 0.23063 -0.69687  0.03
C: -0.59346 1.17008 -0.54619  0.03
C: -1.61413 1.42009 0.47053  -0.29
O: -2.59192 0.72186 0.56958  0.06
H: 2.20282 -0.41888 0.67743  0.10
H: 0.00488 -1.78368 -0.43228  0.14
H: 1.42051 -1.34514 -1.40939  0.12
H: -1.34696 2.18290 1.21975  0.12

Values from the calculation:
SMILES: O=CC#CCO
spin multiplicity: 1
LUMO energy: 0.25 eV
net charge: 0



Ordering by calculated energy gives the sequence x, w, y, z, with the first entry being the most stable.



w | This record from the Open Molecules 2025 dataset describes an isolated molecule of C4H4O2. The level of theory is the ωB97M-V functional and the def2-TZVPD basis.

Each line ends with the Löwdin charge.
Atoms and positions in Å:
O: -1.99946 0.10085 1.36155  0.10
C: -1.66077 -0.40576 0.33228  -0.34
O: -1.03388 0.21194 -0.69707  -0.05
C: 0.15364 0.95189 -0.40722  -0.19
C: 1.23799 -0.01025 -0.17785  -0.10
C: 2.02432 -0.89026 0.05525  0.13
H: -1.82946 -1.46184 0.10716  0.14
H: 0.34136 1.55877 -1.29496  0.13
H: 0.03699 1.61101 0.45936  0.13
H: 2.72928 -1.66635 0.26151  0.03

Values from the calculation:
SMILES: C#CCOC=O
spin multiplicity: 1
LUMO energy: 0.90 eV
net charge: 0



x | This record from the Open Molecules 2025 dataset describes a 2-piece molecular cluster, C4H4O2 overall. The level of theory is the ωB97M-V functional and the def2-TZVPD basis.

Each line ends with the Löwdin charge.
Atoms and positions in Å:
C: 0.10086 1.62071 0.62770  -0.28
C: 0.01442 -0.32242 -3.23604  -0.25
C: 1.20038 1.82494 0.00487  -0.01
C: -1.11046 0.25292 -3.66189  -0.01
O: -0.81224 1.18983 1.26146  0.13
O: 1.14232 -0.50663 -2.96262  0.14
H: 1.71493 2.76394 0.26860  0.07
H: 1.66474 1.37080 -0.92963  0.09
H: -2.01465 -0.34753 -3.71679  0.05
H: -1.19948 1.33237 -3.91862  0.08

Values from the calculation:
SMILES: C=C=O.C=C=O
spin multiplicity: 1
LUMO energy: 0.24 eV
net charge: 0



Ordering by calculated energy gives the sequence w, x, with the first entry being the most stable.



w | This record from the Open Molecules 2025 dataset describes a 2-piece molecular cluster, C4H12N2 overall. The level of theory is the ωB97M-V functional and the def2-TZVPD basis.

Each line ends with the Löwdin charge.
Atoms and positions in Å:
C: 0.97518 -0.31610 0.59792  0.21
C: -0.28667 0.43509 0.42070  -0.14
C: -0.77648 -0.37923 -0.77904  -0.25
C: -0.45223 -1.59331 -1.21157  0.15
N: -1.69208 0.37590 -1.72847  0.25
N: 1.92611 1.00336 2.33889  0.17
H: 1.77793 -0.07210 -0.09026  0.13
H: 0.99720 -1.26647 1.11804  0.13
H: -0.36131 1.48534 0.12946  0.14
H: -0.92860 0.42069 1.30543  0.15
H: -0.67323 -1.85159 -2.24316  0.11
H: -0.23691 -2.46528 -0.60193  0.12
H: -1.07145 1.00329 -2.25796  0.19
H: -2.18345 -0.28420 -2.33252  0.18
H: -2.42579 1.02190 -1.40769  0.20
H: 1.93193 2.01053 2.20077  0.09
H: 2.77793 0.68960 1.88744  0.07
H: 1.88145 0.84395 3.34043  0.10

Values from the calculation:
spin multiplicity: 1
LUMO energy: -9.83 eV
net charge: +2



x | This record from the Open Molecules 2025 dataset describes an isolated ion of composition C4H12N2 and charge +2. The level of theory is the ωB97M-V functional and the def2-TZVPD basis.

Each line ends with the Löwdin charge.
Atoms and positions in Å:
C: -1.13390 0.04240 0.73804  -0.13
C: -0.27172 0.56002 -0.46267  -0.11
C: 1.03352 -0.19168 -0.58923  -0.27
C: 1.53985 -0.68718 -1.71228  0.16
N: 1.71136 -0.58217 0.69583  0.24
N: -2.42868 0.78174 0.83362  0.21
H: -1.37243 -0.99489 0.51878  0.15
H: -0.63642 0.06190 1.70235  0.13
H: -0.95222 0.53527 -1.31299  0.14
H: -0.05305 1.63241 -0.37617  0.14
H: 2.30023 -1.45273 -1.75143  0.10
H: 1.22902 -0.20592 -2.63366  0.11
H: 1.33688 -1.45736 1.08535  0.19
H: 1.82382 0.21409 1.31976  0.18
H: 2.65958 -0.93922 0.50651  0.19
H: -2.82457 0.64548 1.77153  0.19
H: -2.30951 1.79575 0.73625  0.19
H: -3.21933 0.56456 0.21397  0.20

Values from the calculation:
SMILES: C=C([NH3+])CC[NH3+]
spin multiplicity: 1
LUMO energy: -7.19 eV
net charge: +2



Ordering by calculated energy gives the sequence x, w, with the first entry being the most stable.



w | This record from the Open Molecules 2025 dataset describes a 2-piece molecular cluster, C4H10NO3 overall. The level of theory is the ωB97M-V functional and the def2-TZVPD basis.

Each line ends with the Löwdin charge.
Atoms and positions in Å:
C: 1.06706 -0.84130 0.75021  -0.13
N: 0.69164 0.55776 0.88717  -0.29
C: 1.55159 1.45207 0.05329  -0.13
C: -0.69305 0.81637 0.60849  -0.17
C: -1.22273 0.65433 -0.87800  -0.72
O: -2.13965 1.43267 -1.25583  -0.09
O: -0.75387 -0.25106 -1.55025  -0.07
H: 0.84078 -1.18807 -0.33865  0.09
H: 0.12705 -1.42438 1.05051  0.09
H: 1.94947 -1.13459 1.23566  0.05
H: 1.33293 2.61276 0.02159  0.09
H: 1.66690 1.11039 -1.00879  0.07
H: 2.61641 1.53671 0.68917  0.11
H: -1.23558 0.21044 1.28739  0.09
H: -0.80166 1.89687 0.82206  0.11
H: -2.35185 -2.42803 -0.43053  0.01
H: -1.03254 -2.11377 -1.11895  0.03
O: -1.61288 -2.89917 -0.82455  -0.13

Values from the calculation:
spin multiplicity: 1
LUMO energy: 3.91 eV
net charge: -1



x | This record from the Open Molecules 2025 dataset describes a 2-piece molecular cluster, C4H10NO3 overall. The level of theory is the ωB97M-V functional and the def2-TZVPD basis.

Each line ends with the Löwdin charge.
Atoms and positions in Å:
C: 0.06793 -1.06777 1.27671  -0.44
O: -0.10774 -2.23623 0.61318  -0.33
C: 0.89083 -0.01513 0.49642  -0.39
C: 0.48295 1.42786 0.83784  -0.14
C: 0.67702 2.35572 -0.36676  -0.30
O: -0.22484 3.05886 -0.74877  0.02
N: 0.79520 -0.22593 -0.98264  0.04
H: -0.90085 -0.60921 1.60789  0.09
H: 0.65995 -1.33773 2.22160  0.10
H: 1.92008 -0.15499 0.82333  0.12
H: -0.59023 1.38019 1.01084  0.10
H: 0.94838 1.92936 1.69105  0.11
H: 1.70725 2.36014 -0.76774  0.11
H: -0.21017 -0.15209 -1.13130  0.07
H: 1.01507 -1.20263 -1.13613  0.06
H: -2.67448 -1.90851 -0.64216  0.00
H: -1.11946 -2.29641 -0.55341  -0.04
O: -1.98407 -2.43238 -1.09031  -0.18

Values from the calculation:
spin multiplicity: 1
LUMO energy: 3.72 eV
net charge: -1



Ordering by calculated energy gives the sequence w, x, with the first entry being the most stable.



w | This record from the Open Molecules 2025 dataset describes an isolated molecule of C2H3NOS2. The level of theory is the ωB97M-V functional and the def2-TZVPD basis.

Each line ends with the Löwdin charge.
Atoms and positions in Å:
C: 0.64680 0.32697 -0.18909  -0.65
C: -0.02324 0.49306 1.12876  -0.42
N: 2.02988 0.41289 0.04705  -0.85
O: 2.41925 1.57526 0.36017  -0.10
S: -0.24254 1.86727 0.01991  0.91
S: 2.87815 -0.86545 0.00710  0.82
H: 0.10282 -0.38984 -0.81155  0.12
H: -0.77131 -0.30808 1.32091  0.10
H: 0.43306 0.83012 2.04166  0.08

Values from the calculation:
SMILES: [O-][N+](=S)[C@H]1CS1
spin multiplicity: 1
LUMO energy: -1.08 eV
net charge: 0



x | This record from the Open Molecules 2025 dataset describes an isolated molecule of C2H3NOS2. The level of theory is the ωB97M-V functional and the def2-TZVPD basis.

Each line ends with the Löwdin charge.
Atoms and positions in Å:
C: -0.36292 -0.11816 -1.28900  -0.33
C: 0.45196 -0.60576 1.00831  -0.71
H: -1.64982 2.23764 -0.32490  -0.08
H: 0.05797 -1.23001 -1.45751  0.11
H: 0.46434 -0.32104 2.13885  0.10
N: -0.41859 0.01190 0.09847  -0.45
O: -0.78185 0.66585 -2.23998  -0.05
S: -0.79013 1.73115 0.69579  0.75
S: 1.40127 -1.84072 0.46411  0.67

Values from the calculation:
SMILES: O=CN(S)C=S
spin multiplicity: 1
LUMO energy: -1.04 eV
net charge: 0



y | This record from the Open Molecules 2025 dataset describes an isolated molecule of C2H3NOS2. The level of theory is the ωB97M-V functional and the def2-TZVPD basis.

Each line ends with the Löwdin charge.
Atoms and positions in Å:
C: 0.04077 -1.53880 0.62497  -0.07
C: 0.18233 0.60483 -0.66753  -0.95
N: 1.14727 -1.18427 1.02035  -0.27
O: -0.41355 -0.58358 -0.76975  -0.23
S: 1.76793 0.23392 0.28467  0.85
S: -0.70985 1.87429 0.45019  0.64
H: -0.52512 -2.44628 0.56844  0.12
H: 0.46799 1.26625 -1.54806  0.09
H: -1.95778 1.77364 0.03672  -0.18

Values from the calculation:
SMILES: S[C@@H]1OC=NS1
spin multiplicity: 1
LUMO energy: 0.53 eV
net charge: 0



Ordering by calculated energy gives the sequence x, y, w, with the first entry being the most stable.



w | This record from the Open Molecules 2025 dataset describes a 2-piece molecular cluster, C2H3NOS2 overall. The level of theory is the ωB97M-V functional and the def2-TZVPD basis.

Each line ends with the Löwdin charge.
Atoms and positions in Å:
C: -1.79756 1.49667 0.21001  0.06
C: 1.05294 -1.71477 -0.99064  -0.73
N: -1.34557 2.40453 0.84162  -0.75
O: -0.11902 -1.76697 -0.76757  -0.05
S: -1.14770 3.51907 1.83367  0.63
S: 2.29845 -1.72550 0.22243  0.77
H: -1.78334 1.08043 -0.75064  0.06
H: 1.33101 -1.71798 -2.00494  0.06
H: 1.51080 -1.57548 1.40606  -0.05

Values from the calculation:
SMILES: C#[N+][S-].O=CS
spin multiplicity: 1
LUMO energy: 0.06 eV
net charge: 0



x | This record from the Open Molecules 2025 dataset describes an isolated molecule of C2H3NOS2. The level of theory is the ωB97M-V functional and the def2-TZVPD basis.

Each line ends with the Löwdin charge.
Atoms and positions in Å:
C: -0.67217 -0.39502 0.13840  -0.95
C: 0.28854 0.77032 0.03432  -0.40
N: 0.02473 -1.57194 0.12428  -0.09
O: 1.34561 -1.43093 -0.27505  -0.48
S: -2.24050 -0.37264 0.27716  0.72
S: 1.92095 0.00313 0.46381  0.93
H: 0.23983 1.27108 -0.89693  0.08
H: 0.03566 1.52417 0.66313  0.04
H: -0.09890 -2.47037 0.53342  0.14

Values from the calculation:
SMILES: S=C1CSON1
spin multiplicity: 1
LUMO energy: -0.08 eV
net charge: 0



Ordering by calculated energy gives the sequence x, w, with the first entry being the most stable.